1.
Entry from OMol25: 5 unconnected molecules or ions with the total composition C2H11O6 (ωB97M-V/def2-TZVPD).

The geometry in XYZ format:
```
19
Properties=species:S:1:pos:R:3:forces:R:3:mulliken_charge:R:1
O 0.034 0.283 2.009 -0.41 0.35 0.26 -0.751
C -0.423 0.952 1.064 0.95 -0.59 -0.32 0.710
O 0.313 1.663 0.298 -0.36 0.21 0.15 -0.888
C -1.880 0.790 0.668 -0.34 0.51 0.80 -1.007
H -2.425 1.731 0.789 0.23 0.19 -0.27 0.346
H -1.945 0.487 -0.374 -0.13 -0.16 0.02 0.301
H -2.362 0.122 1.380 0.02 -0.39 -0.35 0.286
H -0.548 -1.485 2.228 0.20 -0.37 -0.21 0.405
H -0.618 -1.985 0.845 0.01 -0.28 -0.08 0.307
O -0.622 -2.341 1.743 -0.16 0.48 0.12 -0.684
H 0.193 0.714 -2.653 -0.04 -0.10 0.02 0.290
H -0.123 1.456 -1.342 -0.17 0.19 -0.31 0.445
O -0.417 1.360 -2.288 0.15 0.03 0.15 -0.715
H 1.531 -1.110 -1.155 -0.16 -0.48 -0.02 0.397
H 1.203 -2.433 -0.480 0.00 -0.07 0.04 0.299
O 1.106 -1.989 -1.328 0.01 0.21 -0.02 -0.694
H 1.704 0.820 0.009 0.05 -0.40 -0.34 0.373
H 2.954 0.772 -0.924 -0.02 -0.06 -0.04 0.268
O 2.324 0.192 -0.488 0.16 0.75 0.39 -0.688
```
Forces are in eV/Å.

As for the energy above the lowest of the compared OMol25 structures with the same formula, charge and spin: 0.000 eV. The LUMO energy comes out at 3.7 eV. The charge is -1. The calculation puts the HOMO-LUMO gap at 0.3441 Eh. The value obtained for the electronic energy is -14540.63722 eV. The HOMO energy is -5.66 eV.

=====

2.
Entry from OMol25: C4H7N3O in the gas phase (ωB97M-V/def2-TZVPD).

The geometry in XYZ format:
```
15
Properties=species:S:1:pos:R:3:forces:R:3:mulliken_charge:R:1
N 1.811 1.239 -0.916 3.17 0.63 -0.47 -0.608
C 1.033 0.199 -0.456 -2.25 0.44 2.04 0.349
C 1.361 -1.007 -0.026 1.34 -3.68 -0.55 -0.425
C 0.144 -1.625 0.456 -0.34 -0.29 0.14 -0.836
C -0.907 -0.725 0.414 0.69 -0.36 0.75 0.580
O -2.216 -0.682 0.884 0.86 -1.44 -1.03 -0.519
N -0.351 0.400 -0.071 3.33 1.37 -2.13 0.376
N -0.841 1.657 -0.244 -1.21 1.60 0.26 -0.966
H 1.932 1.967 -0.180 -0.03 -0.66 -0.76 0.252
H 2.822 0.820 -1.099 -2.88 1.30 0.43 0.308
H 2.379 -1.562 -0.230 -2.30 1.26 0.66 0.200
H 0.085 -2.638 0.758 -0.19 -0.68 0.34 0.404
H -2.609 -1.547 0.615 0.28 1.04 0.45 0.342
H -0.511 2.012 -1.143 -0.21 -0.13 0.30 0.303
H -0.489 2.286 0.492 -0.27 -0.40 -0.43 0.240
```
Forces are in eV/Å.

As for the energy above the lowest of the compared OMol25 structures with the same formula, charge and spin: 2.794 eV. The LUMO energy comes out at 0.8 eV. The charge is 0. The calculation puts the HOMO-LUMO gap at 0.3008 Eh. The value obtained for the electronic energy is -10776.95359 eV. The HOMO energy is -7.42 eV.

=====

3.
Entry from OMol25: 6 unconnected molecules or ions with the total composition C16H46NO9S6 (ωB97M-V/def2-TZVPD).

The geometry in XYZ format:
```
78
Properties=species:S:1:pos:R:3:forces:R:3:mulliken_charge:R:1
C 1.563 2.774 1.557 -0.44 -0.36 -0.25 -1.012
C 0.689 1.584 1.134 0.13 0.71 0.39 0.179
O 1.460 0.609 0.392 -0.19 -0.15 0.11 -0.357
N 1.413 0.888 -0.980 0.00 -0.21 -0.15 0.490
C 2.625 0.331 -1.620 0.29 0.40 -0.40 -1.271
C 3.818 1.278 -1.464 0.45 -0.66 0.18 -0.498
C 4.559 1.602 -2.773 -0.09 0.36 0.62 -0.870
C 4.129 2.890 -3.492 0.05 -0.78 -0.41 -0.712
S 2.420 3.350 -3.395 0.15 1.28 -0.51 1.146
O 2.190 4.375 -4.357 0.08 -0.04 -0.22 -0.640
O 2.011 3.590 -2.048 -0.22 -0.68 0.51 -0.562
O 1.638 2.050 -3.900 0.28 0.02 -0.04 -0.437
H 1.565 2.870 2.637 0.07 0.12 0.07 0.269
H 2.585 2.575 1.242 0.13 0.21 -0.01 0.277
H 1.178 3.685 1.108 0.25 0.22 0.02 0.334
H 0.293 1.104 2.023 0.06 -0.54 -0.18 0.285
H -0.165 1.901 0.540 -0.10 -0.14 -0.09 -0.083
H 1.350 1.902 -1.146 0.23 0.08 0.03 0.466
H 0.595 0.418 -1.405 -0.50 -0.51 0.25 0.366
H 2.834 -0.646 -1.199 -0.31 -0.02 0.27 0.542
H 2.372 0.170 -2.665 -0.10 0.06 0.00 0.591
H 4.533 0.766 -0.824 0.06 0.09 0.13 0.419
H 3.527 2.177 -0.928 0.05 0.08 -0.03 0.331
H 4.538 0.744 -3.440 -0.14 -0.02 -0.12 0.320
H 5.600 1.740 -2.490 0.13 0.03 -0.21 0.411
H 4.285 2.782 -4.565 0.06 0.08 -0.08 0.355
H 4.726 3.745 -3.189 -0.30 0.24 0.24 0.443
H 1.616 2.133 -4.870 -0.27 -0.19 0.06 0.359
C -0.252 -3.577 -2.212 0.08 0.06 0.05 -0.868
S -0.847 -1.962 -2.681 -0.02 -0.19 -0.30 0.427
O -0.426 -1.032 -1.577 0.12 0.31 0.16 -0.758
C -2.594 -2.274 -2.461 -0.12 0.10 0.10 -0.977
H 0.839 -3.561 -2.242 -0.14 -0.05 -0.02 0.210
H -0.590 -3.810 -1.202 -0.04 0.05 0.00 0.336
H -0.627 -4.314 -2.922 0.02 0.01 -0.04 0.454
H -2.781 -2.590 -1.435 0.05 0.01 0.02 0.193
H -2.902 -3.048 -3.164 0.05 -0.01 -0.03 0.458
H -3.138 -1.353 -2.665 0.04 0.03 0.04 0.354
C -2.616 3.332 0.034 0.03 -0.11 -0.08 -0.701
S -2.996 4.013 1.654 0.12 0.11 -0.05 0.379
O -2.208 3.225 2.645 0.02 -0.13 -0.09 -0.517
C -4.686 3.418 1.703 -0.08 -0.08 0.09 -0.887
H -1.574 3.565 -0.185 -0.02 0.09 0.02 0.122
H -2.768 2.251 0.044 -0.05 -0.01 0.04 0.215
H -3.254 3.792 -0.719 0.00 0.03 0.01 0.467
H -4.690 2.335 1.598 0.02 -0.05 -0.02 0.183
H -5.252 3.883 0.896 0.01 0.03 0.01 0.371
H -5.108 3.709 2.663 0.02 0.01 0.00 0.385
C 1.609 -0.439 6.371 0.03 -0.03 0.07 -1.025
S 1.472 0.573 4.894 -0.16 -0.04 -0.04 0.612
O 2.578 1.565 4.930 0.01 0.04 -0.04 -0.633
C -0.029 1.431 5.387 -0.03 0.05 0.00 -0.856
H 2.518 -1.030 6.287 0.01 0.01 -0.03 0.331
H 1.668 0.207 7.247 0.01 0.03 -0.02 0.325
H 0.745 -1.099 6.437 0.00 0.00 -0.02 0.349
H 0.142 1.944 6.332 0.04 0.00 0.00 0.405
H -0.841 0.710 5.482 0.00 -0.01 -0.02 0.346
H -0.279 2.156 4.613 -0.01 -0.02 -0.02 0.175
C 3.099 -4.839 0.585 -0.04 -0.01 0.05 -0.838
S 3.742 -4.985 -1.086 0.08 -0.01 0.03 0.464
O 2.638 -4.582 -2.007 0.05 0.01 0.05 -0.609
C 3.811 -6.776 -1.116 -0.01 -0.07 0.00 -0.982
H 2.938 -3.782 0.790 0.02 0.01 -0.03 0.221
H 2.156 -5.379 0.661 0.00 -0.01 -0.04 0.301
H 3.829 -5.240 1.287 0.02 0.01 0.00 0.385
H 2.819 -7.182 -0.924 -0.02 0.04 0.00 0.316
H 4.521 -7.120 -0.364 0.02 0.01 -0.01 0.383
H 4.151 -7.078 -2.104 0.01 0.03 -0.02 0.320
C -5.894 -1.857 0.552 -0.03 0.01 0.08 -0.955
S -5.847 -0.886 -0.958 -0.02 -0.05 -0.06 0.467
O -4.768 0.130 -0.792 0.03 0.04 0.06 -0.506
C -7.412 -0.045 -0.704 -0.04 0.04 0.03 -0.980
H -4.971 -2.430 0.609 0.02 0.01 -0.03 0.280
H -5.968 -1.191 1.412 0.01 0.03 -0.02 0.301
H -6.745 -2.536 0.517 0.00 -0.01 -0.01 0.415
H -7.385 0.500 0.239 0.04 -0.01 0.01 0.270
H -8.218 -0.779 -0.700 0.00 -0.01 -0.02 0.394
H -7.554 0.648 -1.530 0.03 -0.01 -0.02 0.333
```
Forces are in eV/Å.

As for the energy above the lowest of the compared OMol25 structures with the same formula, charge and spin: 0.000 eV. The LUMO energy comes out at -1.9 eV. The charge is +1. The calculation puts the HOMO-LUMO gap at 0.3187 Eh. The value obtained for the electronic energy is -102256.17281 eV. The HOMO energy is -10.61 eV.